Entry 1:
C23H15AsLuO6 | ωB97M-V with the def2-TZVPD basis set

```
46
Properties=species:S:1:pos:R:3:forces:R:3
Lu -0.166754 -0.145769 -3.150542 -0.10 1.84 2.36
As 0.047851 -0.009922 0.569136 -0.56 0.08 0.45
O -0.160273 3.561671 -3.767924 -0.02 -4.34 0.38
O -0.181234 -0.022517 -6.816929 0.03 -0.03 4.35
O -0.156164 -3.606578 -3.619933 -0.04 4.85 0.30
O 3.397008 -0.060030 -3.523019 -5.05 0.01 0.03
O -0.203827 0.024122 -1.166006 0.03 -0.28 -2.15
O -3.715766 -0.027267 -3.633640 4.77 -0.03 0.30
C -2.408908 0.284157 2.048313 0.09 -0.03 0.02
C -3.644149 -0.134165 2.557333 0.27 -0.06 -0.22
C 3.600260 -3.067211 1.047514 -0.05 0.26 0.11
C 1.516283 -1.250127 0.707874 0.30 0.48 -0.06
C 0.346404 1.842490 0.990182 0.39 -0.04 0.37
C 0.248231 4.183130 0.401868 0.01 -0.33 0.01
C -4.129735 -1.410447 2.258123 0.22 0.21 -0.03
C 2.245020 -0.064707 -3.501098 5.98 0.00 -0.05
C 2.438349 -3.455470 0.375377 -0.22 0.24 -0.17
C -0.165214 -2.459787 -3.534709 0.05 -6.56 -0.47
C -1.667945 -0.589556 1.239675 0.13 0.16 0.09
C 0.665000 4.523301 1.692043 0.01 -0.13 0.05
C -0.171493 -0.040572 -5.670351 -0.02 0.00 -5.21
C -3.389330 -2.267633 1.439514 0.33 0.12 -0.24
C 0.933840 3.523276 2.631825 -0.08 -0.26 -0.23
C 3.744615 -1.749439 1.496138 -0.23 -0.01 -0.18
C 0.780662 2.175882 2.282104 -0.05 0.07 -0.04
C -2.155988 -1.860461 0.918759 -0.18 -0.08 0.14
C 0.087914 2.841081 0.045607 0.04 0.04 0.03
C 2.708038 -0.827056 1.309476 -0.10 -0.11 0.18
C -0.164041 2.420200 -3.654088 0.03 4.42 -0.36
C -2.569259 -0.043343 -3.550908 -5.71 0.05 -0.36
C 1.399004 -2.540331 0.180567 0.05 -0.18 0.07
H 0.781462 5.574533 1.967374 -0.04 -0.38 -0.10
H 0.044506 4.959323 -0.332509 0.04 -0.11 0.19
H -4.215568 0.542333 3.187431 0.09 -0.15 -0.10
H 0.506678 -2.830796 -0.381317 0.19 -0.09 0.36
H -1.574782 -2.527288 0.277050 -0.25 0.06 0.30
H -3.763540 -3.259421 1.201556 0.03 0.16 0.07
H 4.399873 -3.790705 1.216161 -0.25 0.23 -0.06
H 4.657533 -1.432764 1.995177 -0.16 -0.09 -0.13
H -0.240020 2.570748 -0.961990 0.03 0.16 0.40
H 1.259683 3.778345 3.638551 -0.06 -0.02 -0.25
H -5.087721 -1.736244 2.663458 0.27 0.07 -0.11
H -2.014987 1.277883 2.281243 -0.23 -0.33 0.00
H 2.329277 -4.472432 0.003201 0.08 0.21 0.08
H 2.817340 0.212128 1.631389 0.04 -0.39 0.04
H 0.991878 1.387413 3.010940 -0.08 0.34 -0.13
```
Forces are in eV/Å.

Computed properties:
Maximum force = 6.6 eV/A
Spin multiplicity = 1
Lowest unoccupied orbital energy = -12.44 eV
Net charge = +3
HOMO-LUMO gap = 4.815 eV

***

Entry 2:
C23H15Br3N4O3PtS2 | ωB97M-V with the def2-TZVPD basis set

```
51
Properties=species:S:1:pos:R:3:forces:R:3
Pt 0.713271 -0.079714 0.100419 1.15 0.73 -1.04
Br -1.510170 4.351700 -5.036941 0.04 -0.10 0.05
Br 2.432389 0.308021 -4.859358 -0.06 0.08 -0.01
Br -6.177535 -3.659238 -0.096236 0.05 0.00 0.09
S 3.570875 -3.567960 1.211645 -0.33 0.34 -0.21
S 3.902822 2.673815 2.572510 -0.20 -0.19 -0.19
O -0.641985 -1.004411 1.872718 -0.18 -0.04 0.10
O -1.230377 -1.428542 -0.215970 -0.62 -0.37 0.29
O 1.499303 0.104964 -1.993599 0.10 -0.20 0.43
N 2.209188 -1.513882 0.676108 -1.34 1.21 -0.16
N -0.487240 1.485500 -0.698730 0.68 -1.53 0.76
N -3.805251 -3.399042 3.251837 -0.01 -0.08 0.20
N 2.363226 1.163176 1.241923 -0.23 0.25 0.02
C -0.942849 2.745013 -2.712342 0.07 -0.10 0.19
C -2.738767 -2.740118 2.811127 0.01 0.10 -0.03
C 0.841990 0.990089 -2.631356 -0.03 0.09 -0.28
C -0.605387 2.994188 -4.054781 -0.05 0.12 -0.27
C -4.735721 -3.266168 1.070714 -0.03 0.04 -0.06
C 1.258833 -3.488972 -0.440121 -0.02 -0.05 -0.09
C 3.316729 0.348117 1.788409 0.24 0.23 0.19
C -1.449183 2.115661 -0.069284 -0.08 -0.01 0.27
C -2.217778 3.104068 -0.696728 0.03 0.07 -0.26
C 1.647186 3.525984 1.111120 -0.08 -0.01 -0.05
C -1.408772 -1.530042 1.025682 0.06 0.03 -0.27
C 2.524177 2.408819 1.552698 0.45 0.10 0.30
C -0.213813 1.747274 -2.006731 0.02 0.33 -0.49
C 3.240548 -1.073187 1.482809 0.18 -0.35 0.08
C 4.240542 0.997356 2.546773 0.00 -0.03 0.00
C 0.381696 2.273805 -4.680497 -0.13 0.06 0.15
C 1.079791 1.296555 -3.982077 0.14 -0.20 0.19
C -2.604276 -2.304579 1.498339 -0.09 -0.02 -0.04
C 2.238178 -2.787850 0.428197 0.30 -0.40 0.10
C -1.963200 3.416991 -2.003856 -0.05 0.00 0.17
C -3.628925 -2.586447 0.602024 0.04 -0.02 0.09
C -4.792482 -3.651067 2.403104 -0.01 0.01 -0.12
C 4.076422 -2.067311 1.871631 -0.09 -0.04 -0.08
H 4.951931 -1.999138 2.494161 0.00 0.03 0.00
H 0.622650 2.454887 -5.718411 -0.01 0.04 0.00
H -3.005753 3.601817 -0.150803 0.01 -0.02 0.05
H -2.543038 4.178039 -2.507025 0.01 0.00 -0.02
H -3.537521 -2.262841 -0.425018 -0.02 -0.02 -0.02
H 1.573909 3.534075 0.022987 0.01 0.00 0.00
H 0.643403 3.387316 1.513320 -0.01 0.02 0.01
H 0.717419 -4.256476 0.113742 -0.01 0.04 0.04
H 5.082155 0.578818 3.072689 0.00 0.02 0.01
H 2.034751 4.484230 1.450288 -0.02 0.01 -0.02
H -5.656777 -4.174720 2.794645 -0.01 -0.01 -0.04
H 0.550454 -2.756582 -0.826255 -0.03 -0.07 0.02
H -1.626293 1.843483 0.963652 0.06 -0.12 -0.02
H -1.958081 -2.543520 3.535770 0.04 0.05 -0.06
H 1.767338 -3.971958 -1.274922 0.03 0.01 0.01
```
Forces are in eV/Å.

Computed properties:
Maximum force = 1.8 eV/A
Energy relative to the best compared isomer or geometry (same formula, charge and spin) = 165.5 kJ/mol
Spin multiplicity = 1
Lowest unoccupied orbital energy (alpha / beta) = -0.23 / -0.24 eV
Net charge = 0
HOMO-LUMO gap (alpha / beta) = 6.839 / 6.838 eV

***

Entry 3:
C23H15Cl2N4O2Ta | ωB97M-V with the def2-TZVPD basis set

```
47
Properties=species:S:1:pos:R:3:forces:R:3
Ta 0.026652 -0.131813 -0.092866 -1.46 -0.04 0.27
Cl 2.639234 5.263394 -3.583405 0.10 0.06 0.00
Cl -0.172803 4.851506 -4.912294 -0.08 0.04 -0.08
O -2.701491 1.092809 -2.854592 -0.06 -0.11 0.14
O 3.793303 1.543910 -0.603702 -0.13 0.02 0.12
N -0.702360 0.834677 -1.691364 -0.21 -0.17 -0.22
N -1.346060 -1.579997 -1.047427 0.23 -0.33 -0.36
N 1.803393 -0.893601 0.909540 0.25 -0.32 -0.03
N 1.508241 1.107791 -0.687654 0.11 0.01 -0.08
C 1.253327 2.082114 -1.688487 -0.64 0.26 -0.46
C 3.021348 -2.418892 2.288919 0.01 0.08 -0.05
C -1.863125 1.343266 0.900211 0.48 0.13 0.11
C -1.418852 -2.897323 -0.809046 -0.01 -0.16 0.01
C 0.369054 3.800420 -3.680582 0.15 -0.06 0.14
C 2.073843 3.120962 -2.093677 -0.07 0.03 -0.12
C 4.161927 -0.608162 1.212283 -0.07 0.08 -0.01
C 1.849725 -1.979251 1.711719 -0.04 -0.20 0.10
C -1.150516 -0.548875 2.044553 0.68 0.41 0.36
C -0.467135 2.772349 -3.261677 0.08 0.05 0.04
C -3.114622 -3.156190 -2.471440 0.07 -0.03 0.06
C -3.047536 -1.789326 -2.711003 -0.12 0.11 0.24
C 1.625562 3.979887 -3.092974 -0.17 -0.13 0.03
C 2.825313 0.931666 -0.254755 0.44 -0.09 0.02
C -2.291471 -3.716141 -1.501274 -0.01 0.09 -0.03
C -2.411149 -0.773533 1.535273 -0.07 0.11 -0.32
C -2.167464 -1.038380 -1.961136 0.16 -0.02 -0.44
C -0.737044 0.811589 1.658088 -0.45 0.19 0.78
C -2.844702 0.381086 0.814525 0.12 -0.29 0.00
C 2.951666 -0.229482 0.673713 0.13 -0.11 0.08
C 4.199771 -1.721126 2.040354 -0.11 -0.02 -0.01
C -1.945263 0.425551 -2.212265 -0.04 -0.07 -0.29
C -0.025625 1.924805 -2.259197 0.82 0.43 0.02
H -1.876725 2.326675 0.452617 -0.07 0.01 0.02
H -1.438667 2.673348 -3.714596 0.01 0.00 0.01
H -3.791724 -3.779663 -3.039235 -0.01 -0.01 -0.01
H -2.980382 -1.684482 1.651565 -0.02 -0.02 -0.02
H -3.782359 0.484534 0.289585 -0.02 -0.02 -0.02
H 3.047641 3.288226 -1.671151 0.01 0.00 0.01
H 5.043205 -0.029956 0.972418 0.00 0.03 -0.01
H -0.756671 -3.302290 -0.052550 -0.01 0.00 -0.01
H -0.637749 -1.173070 2.759544 0.01 0.05 0.05
H 0.919616 -2.505332 1.883392 0.02 0.01 0.00
H -0.046090 1.424824 2.225477 0.00 0.00 -0.03
H 3.011123 -3.293867 2.922500 -0.02 -0.01 0.00
H -2.313445 -4.775668 -1.292378 0.01 -0.01 0.02
H 5.131857 -2.044192 2.483769 0.01 -0.01 0.00
H -3.657874 -1.297578 -3.456118 -0.01 0.02 0.01
```
Forces are in eV/Å.

Computed properties:
Maximum force = 1.5 eV/A
Energy relative to the best compared isomer or geometry (same formula, charge and spin) = 0.0 kJ/mol
Spin multiplicity = 1
Lowest unoccupied orbital energy = -8.34 eV
Net charge = +2
HOMO-LUMO gap = 5.236 eV